Computed, not measured: the molecule C6H10O2 at a distorted geometry, with the ωB97M-V functional and the def2-TZVPD basis.

Last columns: bonded neighbours and bond lengths (Å).
Element x y z (Å)
1 C 0.23272 -0.62555 2.06633  C2 1.435, H7 1.033, H8 1.230, H9 1.109
2 C 0.29929 0.06148 0.80874  C1 1.435, C3 1.320, O18 1.347
3 C -0.15511 -0.13601 -0.41469  C2 1.320, C4 1.501, C5 1.544
4 C -1.01092 -1.25270 -0.93804  C3 1.501, H10 1.162, H11 1.170, O17 1.425
5 C 0.30146 1.04012 -1.30429  C3 1.544, C6 1.438, H13 1.106, H14 1.095
6 C 0.84908 1.93566 -0.32095  C5 1.438, H15 1.211, H16 1.160, O18 1.437
7 H 0.85745 -0.17240 2.75343  C1 1.033
8 H -0.89421 -0.30670 2.44069  C1 1.230
9 H 0.14839 -1.73111 2.02808  C1 1.109
10 H -0.65002 -1.32510 -2.04001  C4 1.162
11 H -2.07487 -0.79700 -1.10685  C4 1.170
12 H -0.45909 -3.08812 -0.23705  O17 1.020
13 H 1.23609 0.82667 -1.85642  C5 1.106
14 H -0.55407 1.42984 -1.86506  C5 1.095
15 H 1.83540 2.49479 -0.74753  C6 1.211
16 H 0.20191 2.85762 -0.04508  C6 1.160
17 O -1.19978 -2.39791 -0.11190  C4 1.425, H12 1.020
18 O 1.03627 1.18643 0.89060  C2 1.347, C6 1.437

calculated total energy: -10476.4969 eV
lowest unoccupied orbital energy: 0.792 eV
net charge: 0
Kohn-Sham gap: 0.3151 Ha
SMILES: CC1=C(CO)CCO1

---

Computed, not measured: the molecule C6H10O2 at a distorted geometry, with the ωB97M-V functional and the def2-TZVPD basis.

Last columns: bonded neighbours and bond lengths (Å).
Element x y z (Å)
1 C -1.20421 -0.81510 1.13433  C4 1.514, H11 1.095, H12 1.093, H13 1.097
2 C -0.78948 -0.66994 -1.82995  C5 1.508, H14 1.096, H15 1.095, H16 1.096
3 C 0.40618 1.03605 1.28233  C4 1.349, O7 1.371, O8 1.370
4 C -0.11447 0.04461 0.52950  C1 1.514, C3 1.349, C5 1.472
5 C 0.28553 -0.26520 -0.85264  C2 1.508, C4 1.472, C6 1.345
6 C 1.56969 -0.26872 -1.25382  C5 1.345, H17 1.086, H18 1.087
7 O 0.02889 1.19579 2.59089  C3 1.371, H9 0.973
8 O 1.31891 1.95837 0.84381  C3 1.370, H10 0.973
9 H 0.61602 1.90594 2.90428  O7 0.973
10 H 1.32989 1.90635 -0.12768  O8 0.973
11 H -0.87311 -1.25854 2.07946  C1 1.095
12 H -1.51017 -1.64436 0.49080  C1 1.093
13 H -2.09625 -0.20627 1.32589  C1 1.097
14 H -0.96689 -1.74999 -1.76706  C2 1.096
15 H -1.73239 -0.14929 -1.63527  C2 1.095
16 H -0.50189 -0.44166 -2.86232  C2 1.096
17 H 2.39257 -0.04940 -0.57910  C6 1.086
18 H 1.84117 -0.52864 -2.27345  C6 1.087

calculated total energy: -10478.1505 eV
lowest unoccupied orbital energy: 0.732 eV
net charge: 0
Kohn-Sham gap: 0.3147 Ha
SMILES: C=C(C)C(C)=C(O)O

---

Computed, not measured: the molecule C6H10O2 at a distorted geometry, with the ωB97M-V functional and the def2-TZVPD basis.

Last columns: bonded neighbours and bond lengths (Å).
Element x y z (Å)
1 C -0.61864 0.04179 -0.41547  C2 1.508, C3 1.508, C4 1.520, O7 1.660
2 C -1.73447 1.04476 -0.56464  C1 1.508, H11 1.097, H12 1.094, H13 1.093
3 C -0.61589 -1.08487 -1.41793  C1 1.508, H14 1.094, H15 1.097, H16 1.093
4 C 0.73483 0.68557 -0.16379  C1 1.520, C5 1.517, O8 1.216
5 C 1.08197 0.42390 1.28936  C4 1.517, C6 1.377, H10 1.086
6 C 2.24255 -0.24689 1.60303  C5 1.377, H17 1.083, H18 1.087
7 O -0.66405 -0.62373 1.10485  C1 1.660, H9 0.977
8 O 1.48868 1.12763 -1.00934  C4 1.216
9 H -0.26716 -1.51610 1.13009  O7 0.977
10 H 0.67924 1.14746 1.99214  C5 1.086
11 H -1.85066 1.32390 -1.61933  C2 1.097
12 H -2.68255 0.63439 -0.20524  C2 1.094
13 H -1.52897 1.96585 -0.01388  C2 1.093
14 H -1.54678 -1.65738 -1.36951  C3 1.094
15 H -0.50705 -0.67858 -2.43098  C3 1.097
16 H 0.22224 -1.76505 -1.24557  C3 1.093
17 H 2.81838 0.03521 2.47610  C6 1.083
18 H 2.74834 -0.85785 0.86011  C6 1.087

calculated total energy: -10476.4721 eV
lowest unoccupied orbital energy: 0.742 eV
net charge: 0
Kohn-Sham gap: 0.3392 Ha
SMILES: C=CC(=O)C(C)(C)O

---

Computed, not measured: the molecule C6H10O2 at a distorted geometry, with the ωB97M-V functional and the def2-TZVPD basis.

Last columns: bonded neighbours and bond lengths (Å).
Element x y z (Å)
1 O 0.45748 -2.38315 -0.91326  C2 1.204
2 C 1.05220 -1.62500 -0.19076  O1 1.204, O3 1.358, C4 1.485
3 O 2.00615 -2.06622 0.66921  C2 1.358, H9 0.965
4 C 0.76759 -0.18112 0.00917  C2 1.485, C5 1.547, H10 1.083, H11 1.089
5 C -0.75247 0.10638 0.04012  C4 1.547, C6 1.502, H12 1.095, H13 1.085
6 C -1.12952 1.54513 0.24766  C5 1.502, C7 1.320, C8 1.521
7 C -1.94902 2.00874 1.17308  C6 1.320, H14 1.086, H15 1.079
8 C -0.66020 2.47799 -0.85866  C6 1.521, H16 1.089, H17 1.085, H18 1.090
9 H 2.35970 -2.92220 0.39731  O3 0.965
10 H 1.21295 0.22916 0.90765  C4 1.083
11 H 1.11655 0.40363 -0.84008  C4 1.089
12 H -1.24396 -0.28357 -0.85721  C5 1.095
13 H -1.15875 -0.48360 0.85440  C5 1.085
14 H -2.15909 3.07347 1.14865  C7 1.086
15 H -2.40896 1.46281 1.98178  C7 1.079
16 H -1.44133 2.76388 -1.56111  C8 1.089
17 H -0.22035 3.37638 -0.43916  C8 1.085
18 H 0.10133 2.01921 -1.48875  C8 1.090

calculated total energy: -10478.9158 eV
lowest unoccupied orbital energy: 0.770 eV
net charge: 0
Kohn-Sham gap: 0.3794 Ha
SMILES: C=C(C)CCC(=O)O

---

Computed, not measured: the molecule C6H10O3 at a distorted geometry, with the ωB97M-V functional and the def2-TZVPD basis.

Last columns: bonded neighbours and bond lengths (Å).
Element x y z (Å)
1 C 0.61614 0.84006 -1.81452  C2 1.511, H9 1.096, H10 1.099, H11 1.099
2 C -0.59983 0.80943 -0.91858  C1 1.511, C3 1.504, C8 1.508, H12 1.093
3 C -1.21786 -0.45154 -0.38033  C2 1.504, C4 1.515, C8 1.506, H13 1.089
4 C -0.33693 -1.68276 -0.31660  C3 1.515, O5 1.427, H14 1.101, H15 1.099
5 O 0.84129 -1.29408 0.38912  C4 1.427, C6 1.393
6 C 0.59086 -0.17337 1.17837  O5 1.393, O7 1.377, C8 1.514, O18 1.443
7 O 1.70440 0.63227 1.26275  C6 1.377, H17 0.995
8 C -0.59482 0.54072 0.56516  C2 1.508, C3 1.506, C6 1.514, H16 1.090
9 H 1.33948 0.05450 -1.56737  C1 1.096
10 H 0.30835 0.70697 -2.86150  C1 1.099
11 H 1.12928 1.80854 -1.73493  C1 1.099
12 H -1.34596 1.56273 -1.18432  C2 1.093
13 H -2.29657 -0.59693 -0.42762  C3 1.089
14 H -0.85103 -2.49453 0.22086  C4 1.101
15 H -0.02152 -2.05672 -1.30094  C4 1.099
16 H -1.19023 1.16707 1.22963  C8 1.090
17 H 1.57380 1.18729 2.07848  O7 0.995
18 O 0.31423 -0.64797 2.51299  C6 1.443, H19 0.964
19 H 0.03691 0.08832 3.06934  O18 0.964

calculated total energy: -12525.6242 eV
lowest unoccupied orbital energy: 0.553 eV
net charge: 0
Kohn-Sham gap: 0.3912 Ha
SMILES: C[C@H]1[C@H]2COC(O)(O)[C@@H]12

---

Computed, not measured: a 2-piece molecular cluster, C6H10O3 overall at a distorted geometry, with the ωB97M-V functional and the def2-TZVPD basis.

Last columns: bonded neighbours and bond lengths (Å).
Element x y z (Å)
1 C 2.01914 -0.95233 -0.83044  O3 1.425, H6 1.092, H7 1.090, H8 1.088
2 C -0.45779 -1.32598 -1.25336  O3 1.506, O4 1.190, H5 1.096
3 O 0.70262 -0.41814 -0.94182  C1 1.425, C2 1.506
4 O -0.44023 -2.44578 -0.85159  C2 1.190
5 H -1.08202 -0.92828 -2.06182  C2 1.096
6 H 2.10250 -2.01956 -1.04511  C1 1.092
7 H 2.37216 -0.81118 0.19067  C1 1.090
8 H 2.62400 -0.38629 -1.53605  C1 1.088
9 C -1.22173 0.68868 0.25120  C10 1.535, C11 1.347, O13 1.367
10 C -0.15098 -0.05544 1.06144  C9 1.535, C12 1.355, H15 1.086
11 C -1.06296 1.91493 -0.28289  C9 1.347, H16 1.076, H17 1.080
12 C 0.67564 0.53986 1.95541  C10 1.355, H18 1.079, H19 1.078
13 O -2.45702 0.12237 0.39650  C9 1.367, H14 0.965
14 H -3.10387 0.64625 -0.09203  O13 0.965
15 H -0.59306 -0.98433 1.41097  C10 1.086
16 H -0.10482 2.40449 -0.26256  C11 1.076
17 H -1.85691 2.47943 -0.74868  C11 1.080
18 H 1.12748 1.50009 1.76314  C12 1.079
19 H 0.90786 0.03122 2.87702  C12 1.078

calculated total energy: -12522.8527 eV
lowest unoccupied orbital energy: 0.647 eV
net charge: 0
Kohn-Sham gap: 0.3325 Ha
SMILES: C=CC(=C)O.COC=O